The following is a quantum chemistry calculation of 2 unconnected molecules or ions with the total composition C2H8NO at a distorted geometry, from the OMol25 dataset.

## Properties
E_tot, eV: -5740.5049
Lowest unoccupied orbital energy, eV: 4.5
HOMO energy, eV: -2.718
ΔE to the lowest compared entry with this formula, charge and spin, kcal/mol: 15.4
Net charge: -1

Each line ends with the Mulliken charge.
CARTESIAN COORDINATES (ANGSTROEM)
O1 -0.0346 0.7191 2.2971  -1.12
H1 -0.6561 1.3583 2.6348  0.14
C1 1.1043 0.4001 -0.5299  -0.87
N1 -0.3224 0.3764 -0.3155  -0.53
C2 -0.9075 -0.9107 -0.6711  -0.86
H2 1.5638 -0.4174 0.0614  0.29
H3 1.4960 1.4001 -0.3582  0.28
H4 1.4661 0.1772 -1.5491  0.33
H5 -0.4896 0.5292 0.7293  0.49
H6 -0.7102 -1.6103 0.1585  0.30
H7 -1.9837 -0.7597 -0.8219  0.25
H8 -0.5259 -1.2622 -1.6355  0.30